[1]
Computed, not measured: an isolated molecule of C15H17NO2S, with ωB97M-V with the def2-TZVPD basis set.

Each line ends with the Löwdin charge.
Positions of all 36 atoms, in Å:
1 C -5.521603 -2.557452 -0.523686  -0.0897
2 O -4.412790 -1.829385 -0.992067  -0.0799
3 C -3.889858 -0.855709 -0.199613  -0.2671
4 C -4.369659 -0.505839 1.057119  -0.0274
5 C -3.747435 0.508838 1.765797  -0.0751
6 C -2.660012 1.178649 1.242020  -0.0571
7 C -2.170195 0.835226 -0.015455  -0.1832
8 C -0.982953 1.559212 -0.605918  -0.3120
9 C -1.302192 3.035072 -0.859304  -0.0269
10 N 0.171095 1.429270 0.267456  0.1048
11 C 1.366132 0.976449 -0.161351  -0.4911
12 O 1.585137 0.651465 -1.306881  0.0169
13 C 2.440230 0.949555 0.930087  -0.1079
14 C 3.456483 -0.104933 0.665362  -0.5247
15 C 3.939889 -1.042017 1.526535  -0.1427
16 C 4.904971 -1.885947 0.934455  -0.2008
17 C 5.137319 -1.570324 -0.364484  -0.4150
18 S 4.171128 -0.253444 -0.900287  1.0721
19 C -2.786714 -0.178873 -0.723004  0.0556
20 H -6.386232 -1.908021 -0.351947  0.0954
21 H -5.759295 -3.270771 -1.311140  0.0930
22 H -5.286347 -3.101402 0.396878  0.0957
23 H -5.218099 -1.009269 1.492511  0.1011
24 H -4.125044 0.777059 2.741715  0.1055
25 H -2.199146 1.971956 1.812361  0.1052
26 H -0.691996 1.086515 -1.549169  0.1407
27 H -2.151259 3.115657 -1.532413  0.0856
28 H -0.445203 3.526480 -1.313198  0.0817
29 H -1.548132 3.543084 0.070433  0.0735
30 H 0.045823 1.688405 1.232644  0.1365
31 H 1.991310 0.793240 1.912713  0.1197
32 H 2.914467 1.938118 0.918832  0.1303
33 H 3.622533 -1.125780 2.551448  0.1060
34 H 5.398085 -2.686397 1.456777  0.0960
35 H 5.808495 -2.045192 -1.052172  0.0560
36 H -2.426835 -0.470554 -1.697142  0.1293

Forces on atoms 1 to 6 (eV/Å):
-0.2 -0.1 0.1
0.3 0.2 -0.1
0.1 0.1 0.0
-0.2 -0.3 -0.2
0.1 0.1 0.0
0.0 0.0 0.1

- Electronic energy: -1185.21379 a.u.
- Energy relative to the best compared isomer or geometry (same formula, charge and spin): 5.8 kcal/mol
- SMILES string: COc1cccc([C@@H](C)NC(=O)Cc2cccs2)c1
- Multiplicity: 1



[2]
Computed, not measured: a cluster of 2 separate species, C15H18 in total at a distorted geometry, with ωB97M-V with the def2-TZVPD basis set.

Each line ends with the Löwdin charge.
Positions of all 33 atoms, in Å:
1 C -1.568108 0.576177 3.127791  -0.0976
2 C -0.984326 -0.381207 2.095862  -0.2174
3 C -1.815134 -0.793903 0.911136  -0.2379
4 C -2.484392 0.162715 0.156718  -0.0483
5 C -3.012029 -0.191161 -1.076800  -0.0999
6 C -2.974523 -1.497958 -1.519266  -0.1002
7 C -2.483557 -2.466348 -0.653558  -0.0954
8 C -1.846040 -2.135864 0.527479  -0.0441
9 H -2.165869 1.342071 2.620102  0.0584
10 H -0.835015 1.141836 3.699573  0.0700
11 H -2.259707 0.047071 3.788088  0.0757
12 H -0.022868 0.021408 1.743471  0.1139
13 H -0.653279 -1.293609 2.607588  0.1027
14 H -2.507993 1.194251 0.472311  0.1044
15 H -3.440748 0.623301 -1.648415  0.1021
16 H -3.286180 -1.740764 -2.526223  0.0997
17 H -2.604544 -3.511558 -0.932776  0.1024
18 H -1.441881 -2.874430 1.209532  0.1091
19 C 4.421378 0.672848 0.004151  -0.0579
20 C 3.062809 0.748589 -0.623126  -0.2887
21 C 2.400269 -0.385753 -1.091139  -0.0569
22 C 1.243363 -0.271357 -1.847355  -0.0939
23 C 0.635385 0.958592 -2.070816  -0.0937
24 C 1.184752 2.066184 -1.439627  -0.0909
25 C 2.399470 1.960655 -0.776565  -0.0636
26 H 4.398215 -0.143532 0.720879  0.0715
27 H 4.577808 1.485018 0.726113  0.0797
28 H 5.261083 0.470360 -0.654026  0.0813
29 H 2.835555 -1.373686 -0.975294  0.1104
30 H 0.797903 -1.171887 -2.245739  0.1000
31 H -0.307261 0.934853 -2.605141  0.0974
32 H 0.601160 2.975607 -1.343711  0.1009
33 H 2.874307 2.851480 -0.381214  0.1069

Forces on atoms 1 to 6 (eV/Å):
-0.9 0.3 -0.6
1.2 -0.4 0.6
0.1 0.4 0.5
0.4 -0.6 -0.3
-0.1 0.8 0.2
0.1 0.2 0.1

- Electronic energy: -582.35710 a.u.
- Energy relative to the best compared isomer or geometry (same formula, charge and spin): 5.4 kcal/mol
- SMILES string: CCc1ccccc1.Cc1ccccc1
- Multiplicity: 1



[3]
Computed, not measured: a structure of composition C15H18AsBaN3O2S5 at a distorted geometry, with ωB97M-V with the def2-TZVPD basis set.

Each line ends with the Löwdin charge.
Positions of all 45 atoms, in Å:
1 Ba -2.787210 -1.640505 2.480952  1.3708
2 O 0.364418 -1.624636 5.429624  0.0239
3 C 0.101043 -1.567032 4.231052  -0.6146
4 O -1.049606 -1.528941 3.686916  -0.5628
5 C 1.284955 -1.515778 3.257823  -0.1740
6 C 2.599046 -1.468363 3.781345  -0.0019
7 C 3.654893 -1.392000 2.923122  -0.0220
8 C 3.414728 -1.379280 1.529251  -0.1667
9 C 4.441854 -1.304176 0.563344  -0.0587
10 C 4.141589 -1.320449 -0.772204  -0.0990
11 C 2.800092 -1.411262 -1.195263  -0.0910
12 C 1.781025 -1.475331 -0.285250  -0.0215
13 C 2.062597 -1.455607 1.101166  -0.2020
14 N 1.028411 -1.511209 1.975707  0.1868
15 H 2.721575 -1.485776 4.854524  0.1082
16 H 4.676927 -1.344742 3.284053  0.1068
17 H 5.471465 -1.236981 0.898954  0.1019
18 H 4.936331 -1.275196 -1.507196  0.0924
19 H 2.578498 -1.440258 -2.255968  0.0963
20 H 0.746192 -1.561554 -0.603043  0.0405
21 S -5.662261 -1.744558 3.299200  -0.3464
22 As -5.530403 -1.667455 1.145300  -0.7422
23 S -4.282489 -3.321703 0.528653  -0.3397
24 S -4.405314 0.154276 0.727711  -0.2711
25 S -7.393090 -1.631432 0.183936  -0.2681
26 C 1.315101 2.734210 -2.687311  -0.0934
27 C 0.573700 1.749727 -1.788894  -0.2562
28 N -0.028958 0.682319 -2.582275  -0.0300
29 C -1.191852 0.037070 -2.187502  -0.8839
30 S -1.252711 -1.631881 -2.273685  0.6013
31 N -2.228447 0.785122 -1.824927  -0.0028
32 C -2.471997 2.171784 -2.173995  -0.2400
33 C -2.606964 3.100627 -0.968573  -0.0910
34 H 1.759359 3.538809 -2.097291  0.0669
35 H 0.629913 3.170699 -3.415023  0.0633
36 H 2.111901 2.220439 -3.228837  0.0650
37 H -0.206962 2.262268 -1.234073  0.0776
38 H 1.272409 1.328269 -1.056547  0.1074
39 H 0.638339 -0.016398 -2.872033  0.0693
40 H -2.977475 0.321393 -1.287976  0.0195
41 H -3.411503 2.206125 -2.734411  0.1192
42 H -1.678345 2.507716 -2.843951  0.0966
43 H -3.434587 2.763187 -0.345520  0.0382
44 H -2.801654 4.121627 -1.306031  0.0679
45 H -1.704520 3.096844 -0.354834  0.0592

Forces on atoms 1 to 6 (eV/Å):
-3.1 -0.3 -2.4
0.0 0.0 -0.1
0.3 0.1 0.4
4.1 0.2 3.0
-0.1 0.0 -0.2
0.3 0.0 0.0

- Electronic energy: -5149.58731 a.u.
- Energy relative to the best compared isomer or geometry (same formula, charge and spin): 49.9 kcal/mol
- Total charge: -2
- Multiplicity: 1



[4]
Computed, not measured: a cluster of 2 separate species, C15H18BIO12 in total at a distorted geometry, with ωB97M-V with the def2-TZVPD basis set.

Each line ends with the Löwdin charge.
Positions of all 47 atoms, in Å:
1 C -0.659203 -1.306697 0.887438  -0.0221
2 O -1.316110 -0.650170 -0.257469  -0.1930
3 B -1.352808 0.834922 -0.022924  -0.3492
4 O -0.379677 1.671132 -0.754712  0.0784
5 C -2.453346 1.371491 1.074712  0.1009
6 C -3.900639 1.088706 1.274881  0.0043
7 C -4.744646 0.086468 0.289324  -0.1204
8 C -5.827737 -0.884145 1.068962  -0.6498
9 O -6.908388 -0.355568 1.700400  -0.1086
10 I -5.464592 -3.074256 0.995327  0.7345
11 C -4.377060 1.958053 2.610194  -0.1601
12 O -5.590750 2.357200 3.001449  0.0396
13 O -3.129269 2.286097 3.360165  0.0387
14 C -2.111050 2.405479 2.299956  -0.1896
15 O -1.038049 3.196651 2.172078  0.0208
16 H -1.447246 -1.546975 1.732576  0.1217
17 H -0.146457 -2.322313 0.592881  0.1248
18 H 0.174123 -0.637872 1.405670  0.0942
19 H -0.782435 2.532188 -1.079238  0.1234
20 H -5.400484 0.785660 -0.422639  0.1506
21 H -4.026084 -0.514570 -0.449677  0.1289
22 C 5.104287 2.223315 2.126938  -0.0193
23 C 4.132579 1.083527 1.897531  -0.3503
24 C 2.992357 1.428581 0.987707  -0.1036
25 O 1.991615 0.512506 1.401166  0.0298
26 C 2.245969 0.236163 2.716065  -0.4973
27 O 1.488916 -0.374248 3.452714  0.1370
28 O 3.458657 0.738347 3.097248  0.0929
29 H 5.747731 2.013986 2.987889  0.0904
30 H 5.733532 2.382444 1.246373  0.0901
31 H 4.577811 3.158365 2.346834  0.0908
32 H 4.673641 0.193598 1.553064  0.1613
33 H 3.236064 1.284309 -0.068029  0.1452
34 H 2.607796 2.444542 1.130999  0.1466
35 C 1.357746 -2.309047 -5.188004  -0.0221
36 C 1.045744 -1.640778 -3.864361  -0.3548
37 C 1.718186 -2.278578 -2.686236  -0.1068
38 O 0.855924 -1.919686 -1.618844  0.0530
39 C -0.386931 -1.763362 -2.167384  -0.4466
40 O -1.414451 -1.629543 -1.523428  0.0947
41 O -0.326422 -1.781507 -3.532708  0.0887
42 H 0.649162 -1.987759 -5.958562  0.0893
43 H 2.372088 -2.066207 -5.517863  0.0890
44 H 1.271510 -3.398584 -5.115044  0.0886
45 H 1.263800 -0.567453 -3.926038  0.1606
46 H 2.726329 -1.892276 -2.515337  0.1421
47 H 1.758270 -3.372139 -2.742045  0.1428

Forces on atoms 1 to 6 (eV/Å):
0.5 -0.3 2.4
1.7 11.3 11.4
1.2 -1.0 -0.5
-3.3 -0.7 0.7
-4.8 0.8 2.3
3.8 0.4 -0.1

- Electronic energy: -1807.52445 a.u.
- Multiplicity: 1



[5]
Computed, not measured: a structure of composition C15H18BrClINO2PPbS6 at a distorted geometry, with ωB97M-V with the def2-TZVPD basis set.

Each line ends with the Löwdin charge.
Positions of all 47 atoms, in Å:
1 Pb -0.835522 1.610386 1.196486  0.5060
2 S 0.391930 3.037277 3.111242  -0.2270
3 S -0.739172 4.754022 2.990055  -0.2264
4 S -2.681545 4.127088 3.058708  -0.2098
5 S -2.993114 3.169957 1.252367  -0.1661
6 C -2.966870 -5.137163 1.275866  -0.0813
7 C -2.198501 -3.943912 1.827561  -0.3459
8 O -1.893711 -3.051983 0.770739  -0.3797
9 P -2.336061 -1.478414 0.901084  -0.1911
10 S -1.804323 -0.649943 -0.810605  0.1713
11 S -1.798631 -0.776968 2.684565  0.1374
12 O -3.966551 -1.601091 1.023158  -0.3713
13 C -4.767147 -1.770237 -0.127812  -0.3619
14 C -5.382802 -0.447347 -0.555625  -0.0912
15 H -3.168402 -5.856993 2.065977  0.0641
16 H -2.380504 -5.618905 0.496321  0.0694
17 H -3.909177 -4.806154 0.843781  0.0649
18 H -1.252946 -4.265000 2.277799  0.1119
19 H -2.783467 -3.421236 2.593292  0.0771
20 H -5.550444 -2.491816 0.144754  0.1070
21 H -4.165253 -2.190321 -0.942823  0.0819
22 H -5.985273 -0.040192 0.252906  0.0739
23 H -6.004721 -0.594713 -1.436926  0.0658
24 H -4.591434 0.262357 -0.786907  0.0461
25 Cl 3.702019 3.813033 -2.175006  0.5693
26 C 1.988299 3.825198 -1.885756  -0.7256
27 C 1.163349 4.564813 -2.741621  -0.2044
28 C -0.207665 4.560906 -2.415412  -0.1447
29 C -0.650956 3.836550 -1.346450  -0.2302
30 N 0.155239 3.092960 -0.555099  -0.1725
31 C 1.482224 3.116059 -0.831605  -0.2449
32 H 1.556308 5.105811 -3.586022  0.0540
33 H -0.908191 5.132447 -3.007101  0.0760
34 H -1.694238 3.825490 -1.068418  0.0325
35 H 2.115518 2.559001 -0.156546  0.0743
36 Br 4.891574 -3.705310 1.250807  0.6545
37 C 5.206570 -2.138928 0.216583  -0.7317
38 C 6.481415 -1.942382 -0.299884  -0.1686
39 C 6.796046 -0.767344 -0.941578  -0.0977
40 C 5.826108 0.244924 -1.059150  -0.0710
41 C 4.552292 0.036963 -0.556587  -0.1464
42 C 4.220715 -1.136008 0.092892  -0.7067
43 I 2.217551 -1.472789 0.726821  0.8991
44 H 7.214129 -2.732723 -0.192742  0.0890
45 H 7.784429 -0.622877 -1.353711  0.0942
46 H 6.066571 1.179311 -1.543288  0.0973
47 H 3.804335 0.806193 -0.677090  0.0787

Forces on atoms 1 to 6 (eV/Å):
0.7 0.5 -0.6
0.1 0.1 0.5
-0.2 0.3 -0.1
0.1 0.0 0.2
-0.2 0.0 0.0
0.2 0.3 0.0

- Electronic energy: -7043.04757 a.u.
- Energy relative to the best compared isomer or geometry (same formula, charge and spin): 20.0 kcal/mol
- Total charge: -2
- ⟨S²⟩: 0.76
- Multiplicity: 2



[6]
Computed, not measured: a structure of composition C15H18BrN2O4SSeYb at a distorted geometry, with ωB97M-V with the def2-TZVPD basis set.

Each line ends with the Löwdin charge.
Positions of all 43 atoms, in Å:
1 Yb -2.768062 1.345657 -0.636002  1.2471
2 Br -2.896862 -1.518755 -0.685924  0.8526
3 C -1.260790 -1.852445 -1.612600  -0.5684
4 C -1.030123 -3.121784 -2.068466  -0.1233
5 C 0.204733 -3.416256 -2.688268  -0.0741
6 C 1.147891 -2.441606 -2.813782  -0.0352
7 C 0.908508 -1.130094 -2.341788  -0.1857
8 C 1.921971 -0.143006 -2.430771  -0.0469
9 C 1.703873 1.110040 -1.942996  -0.0892
10 C 0.451927 1.434972 -1.361624  -0.1564
11 C -0.590099 0.533706 -1.230215  -0.2328
12 C -0.325949 -0.788732 -1.729248  -0.2642
13 H -1.778151 -3.888530 -1.956392  0.0982
14 H 0.394767 -4.412116 -3.049716  0.1040
15 H 2.101172 -2.660733 -3.270406  0.1125
16 H 2.862872 -0.408823 -2.890010  0.1099
17 H 2.477901 1.858576 -2.023477  0.0992
18 H 0.328037 2.466021 -1.036457  0.0840
19 O -5.752837 3.221242 -2.810854  -0.4012
20 Se -4.622277 2.452984 -1.983205  0.8288
21 O -3.661534 1.302626 -2.721404  -0.5559
22 O -3.359397 3.360522 -1.297718  -0.5662
23 O -5.033554 1.578945 -0.605719  -0.5695
24 C 2.309343 1.725430 3.513220  -0.0724
25 C 1.570949 1.668850 2.194117  -0.2346
26 N 0.128509 1.687344 2.358367  0.0157
27 C -0.780602 0.744289 2.130046  -0.8073
28 S -2.438517 1.257029 2.103800  0.5719
29 N -0.513658 -0.556673 2.049990  0.0264
30 C 0.691797 -1.310627 2.356847  -0.2076
31 C 1.456082 -1.734451 1.121944  -0.0560
32 H 3.380593 1.777477 3.338316  0.0808
33 H 2.108465 0.857399 4.136770  0.0664
34 H 2.023285 2.605972 4.084972  0.0801
35 H 1.838865 0.803737 1.582789  0.0916
36 H 1.816509 2.533088 1.568303  0.1253
37 H -0.298068 2.599232 2.491906  0.1226
38 H -1.322576 -1.105621 1.773305  0.0898
39 H 0.357963 -2.176459 2.935308  0.1279
40 H 1.304851 -0.720412 3.039529  0.0943
41 H 0.837207 -2.346674 0.471721  0.0748
42 H 2.330278 -2.315096 1.396294  0.0845
43 H 1.774689 -0.876234 0.539484  0.0584

Forces on atoms 1 to 6 (eV/Å):
1.4 -0.4 1.0
-0.2 -0.4 0.0
0.5 -0.2 -0.2
0.0 0.3 0.1
-0.2 0.2 0.1
-0.1 0.0 0.0

- Electronic energy: -7525.17506 a.u.
- Energy relative to the best compared isomer or geometry (same formula, charge and spin): 0.0 kcal/mol
- ⟨S²⟩: 0.75
- Multiplicity: 2



> What is the electronic energy in the fifth record?

-7043.04757 a.u.



> Which value of multiplicity does entry 4 give?

1



> Number 3 is which compound?

C15H18AsBaN3O2S5